Entry 1:
23
Properties=species:S:1:pos:R:3:forces:R:3 method="wB97M-V/def2-TZVPD" de_lowest_kcal_mol=7.27 gap_ha=0.371 molar_mass_da=122.21 multiplicity=1 energy_ha=-351.3186 smiles=Cc1ccccc1.CC fmax_ev_per_a=1.330
C -1.551350 -0.925464 0.695219 0.8 -0.7 0.3
C -0.068567 -0.655956 0.792942 0.1 -0.2 0.2
C 0.878710 -1.646403 0.542817 0.2 0.0 -0.1
C 2.234864 -1.366181 0.492499 -0.3 0.3 -0.2
C 2.693543 -0.080370 0.757584 0.3 -0.5 0.3
C 1.782261 0.883689 1.137027 -0.6 0.4 -0.2
C 0.417663 0.596120 1.126056 0.4 0.1 -0.3
H -2.048388 0.020712 0.516701 -0.5 -0.2 -0.1
H -1.909216 -1.418701 1.603548 -0.1 0.4 0.2
H -1.725470 -1.684686 -0.070642 -0.2 0.5 -0.3
H 0.585408 -2.665120 0.371521 -0.3 -0.3 -0.2
H 2.922141 -2.133658 0.166711 0.1 -0.1 0.2
H 3.763556 0.076744 0.724638 0.0 0.4 0.0
H 2.024982 1.917750 1.356538 0.5 -0.2 0.0
H -0.254797 1.412399 1.312048 -0.4 0.2 0.2
C -2.146097 1.970050 -1.879806 -1.0 0.6 -0.6
C -2.431655 0.617934 -2.524570 -0.4 0.3 -0.2
H -3.050432 2.585969 -1.982641 -0.1 -0.2 0.4
H -1.884871 1.935509 -0.827664 0.3 -0.1 0.0
H -1.447756 2.578721 -2.445508 0.6 -0.3 0.1
H -1.526403 0.093585 -2.821999 0.0 -0.3 0.3
H -3.032846 0.761611 -3.424422 0.2 0.1 -0.2
H -3.089919 0.022861 -1.888591 0.4 -0.2 0.1

***

Entry 2:
47
Properties=species:S:1:pos:R:3:forces:R:3 method="wB97M-V/def2-TZVPD" gap_ha=0.260 molar_mass_da=418.44 multiplicity=1 energy_ha=-1757.6105 smiles="CCOc1ccc(NC(=O)CSc2nnc(Cn3cnc([N+](=O)[O-])n3)n2C)cc1" fmax_ev_per_a=2.419
C 4.249750 2.428728 3.072151 -0.2 0.1 -0.3
C 3.922262 2.515572 1.584253 0.4 -0.1 0.2
O 2.585393 2.921522 1.345326 -0.2 0.2 0.0
C 1.573073 2.032003 1.461025 -0.4 -0.1 0.1
C 0.294109 2.538861 1.209588 0.4 -0.1 0.1
C -0.823574 1.739366 1.289344 -0.1 0.0 0.0
C -0.689696 0.392856 1.617609 0.2 0.1 0.0
N -1.795162 -0.473054 1.676244 0.3 -0.3 0.2
C -3.107246 -0.130241 1.728167 -0.2 -0.4 0.2
O -3.541553 0.970396 1.956882 -0.1 0.3 0.1
C -4.064232 -1.302010 1.489818 0.0 0.0 -0.3
S -3.452958 -2.485334 0.251995 -0.2 -0.4 0.2
C -2.845297 -1.329491 -0.897380 0.1 -0.1 -0.2
N -3.270233 -0.101909 -1.042205 -0.8 -0.6 0.7
N -2.467976 0.499950 -1.920535 0.8 0.7 -0.9
C -1.571114 -0.360231 -2.315051 -0.1 -0.1 0.0
C -0.440777 -0.043132 -3.231381 -0.5 -0.3 0.0
N 0.758055 0.173333 -2.455563 0.8 0.5 0.2
C 1.368339 1.319864 -2.089017 0.1 -0.2 0.1
N 2.404626 1.054629 -1.336050 0.6 0.0 0.3
C 2.386331 -0.286975 -1.246115 -1.6 1.2 -1.3
N 3.318111 -1.052429 -0.490601 0.4 -0.5 0.4
O 3.072660 -2.230175 -0.353428 -0.1 -0.3 0.0
O 4.274460 -0.473356 -0.030478 0.2 0.1 0.0
N 1.398503 -0.851798 -1.915242 0.5 -0.8 0.3
N -1.759180 -1.564213 -1.690013 -0.5 0.7 0.2
C -1.032281 -2.793591 -1.844089 0.4 -0.5 -0.1
C 0.578464 -0.126559 1.844234 -0.3 0.1 0.0
C 1.699781 0.682824 1.782396 0.3 0.3 0.0
H 4.070152 3.389688 3.548431 0.0 0.1 0.1
H 3.632777 1.682293 3.566270 0.0 -0.1 0.1
H 5.294716 2.160123 3.198234 0.1 0.0 0.0
H 4.525252 3.300050 1.119251 0.0 -0.2 0.0
H 4.139327 1.570690 1.075106 -0.1 0.2 0.0
H 0.203054 3.582401 0.954336 0.0 0.2 0.0
H -1.801606 2.148264 1.100166 -0.1 0.0 0.0
H -1.569346 -1.459810 1.659490 -0.2 0.2 -0.1
H -4.211092 -1.877722 2.404943 0.0 0.0 0.0
H -5.018852 -0.898361 1.154570 0.1 0.1 0.1
H -0.255660 -0.869111 -3.923774 0.1 0.2 0.0
H -0.678666 0.871137 -3.775711 0.0 -0.1 0.0
H 1.042396 2.296749 -2.376234 -0.2 0.3 -0.1
H -1.239697 -3.234850 -2.820944 0.0 0.0 0.1
H 0.038299 -2.607487 -1.747013 -0.2 -0.1 0.0
H -1.358506 -3.486521 -1.069864 0.1 0.0 0.0
H 0.696510 -1.175415 2.081904 0.0 -0.1 0.1
H 2.664808 0.247870 1.986920 0.1 0.0 0.0

***

Entry 3:
46
Properties=species:S:1:pos:R:3:forces:R:3 method="wB97M-V/def2-TZVPD" total_charge=+2 de_lowest_kcal_mol=22.08 gap_ha="0.340 / 0.138" molar_mass_da=378.67 multiplicity=3 energy_ha=-2793.2789 fmax_ev_per_a=7.937
Cu -10.468110 4.801830 -8.503930 0.6 1.3 0.7
B -11.005560 4.780990 -6.281280 -0.4 -0.5 -0.5
H -11.310670 3.789050 -6.576580 -1.2 -4.0 -1.5
H -9.932660 4.894280 -6.264240 3.7 0.2 -0.2
H -11.551550 5.531400 -6.831750 -1.7 2.6 -2.5
H -11.461850 4.944640 -5.317300 -1.5 0.3 4.0
C -9.285050 1.933190 -5.136970 -1.1 -0.6 -0.3
O -8.238810 1.388320 -5.206890 3.4 -1.2 0.0
N -9.450020 3.135270 -4.597840 0.4 1.4 1.0
N -10.420350 1.494200 -5.611570 -1.3 -1.6 -0.6
H -8.625030 3.651130 -4.326950 0.7 1.5 0.6
H -10.350810 3.527790 -4.831530 -0.2 1.4 0.5
H -10.313770 0.559950 -5.980230 -1.0 0.0 -0.4
H -11.195470 2.139160 -5.669210 -0.2 -0.9 -0.5
C -15.625220 4.972570 -6.142980 2.2 -0.3 1.3
O -16.777610 5.377080 -6.426710 -2.3 0.8 -0.3
N -14.875400 4.354420 -6.967630 0.8 -1.4 -3.1
N -15.038440 5.161320 -5.004000 -1.1 1.8 3.8
H -15.159030 4.209250 -7.926050 0.4 -0.2 -0.1
H -13.933800 4.245630 -6.618840 0.3 -0.4 -1.0
H -15.524050 5.649950 -4.265410 -0.2 0.0 0.0
H -14.083720 4.962470 -4.741200 0.1 -0.3 -0.7
C -8.311960 6.428980 -4.102150 1.6 2.2 0.3
O -7.752620 5.357180 -4.148500 0.7 -3.2 0.0
N -9.454320 6.693120 -4.660750 -2.5 0.7 -0.5
N -7.656020 7.496430 -3.600950 0.4 0.1 0.4
H -9.670270 7.656640 -4.873120 -0.2 -0.4 -0.1
H -9.921610 5.941430 -5.147260 0.1 0.6 0.0
H -8.144370 8.354210 -3.386860 0.5 -0.2 0.2
H -6.763700 7.231830 -3.208730 -0.1 0.7 0.3
C -7.369120 5.950760 -8.179400 -2.4 -1.7 -2.2
O -8.585800 5.926490 -8.135620 -2.8 0.3 -0.1
N -6.640650 5.824470 -7.133780 2.1 0.8 5.2
N -6.666830 5.724820 -9.247750 2.6 0.2 -2.9
H -5.806110 6.389760 -7.069840 0.1 -0.3 0.2
H -7.178010 5.736280 -6.283150 0.3 0.1 0.3
H -6.876910 5.878810 -10.223590 -0.3 0.1 0.4
H -5.713830 5.567690 -8.952440 0.2 -0.1 -1.3
C -10.906830 8.126750 -8.083160 0.6 5.5 1.4
O -11.016150 7.058930 -8.494740 -0.8 -7.1 -3.5
N -11.122320 8.346670 -6.767620 -0.6 -0.4 1.9
N -10.591870 9.198780 -8.812030 0.2 1.2 0.0
H -11.639040 7.542020 -6.442600 0.1 0.4 0.7
H -11.205610 9.217490 -6.262800 -0.1 0.0 -0.5
H -10.392840 9.090400 -9.796280 -0.2 0.3 0.2
H -10.900090 10.065570 -8.395160 0.4 0.2 -0.8